DFT (the ωB97M-V functional and the def2-TZVPD basis) results for one molecule with the formula C2H5NOS.

As for the orbital gap: 0.3789 Ha. The value obtained for the energy relative to the best compared isomer or geometry (same formula, charge and spin) is 3.878 eV. As for the structure (SMILES): SC[C@@H]1NO1.

Last column: Mulliken charge in e.
Positions of all 10 atoms, in Å:
C  -0.56  -0.21  -0.48  0.147
C  0.52  -0.29  0.75  -0.673
N  -1.47  0.91  -0.58  -0.456
O  -1.92  -0.41  -0.19  -0.299
S  2.11  0.49  0.26  -0.175
H  -0.24  -0.81  -1.32  0.402
H  0.70  -1.40  0.77  0.272
H  0.09  0.18  1.56  0.409
H  -1.35  1.64  0.16  0.256
H  2.12  -0.10  -0.93  0.116

***

DFT (the ωB97M-V functional and the def2-TZVPD basis) results for a 8-piece molecular cluster, C12H36N12O8 overall.

As for the orbital gap: 0.3530 Ha. As for the structure (SMILES): CC(N)=O.CC(N)=O.CC(N)=O.CC(N)=O.NC(N)=O.NC(N)=O.NC(N)=O.NC(N)=O.

Last column: Mulliken charge in e.
Positions of all 68 atoms, in Å:
C  -4.01  -3.55  0.94  0.613
O  -4.91  -3.59  0.10  -0.669
N  -4.05  -2.67  1.98  -0.367
N  -2.84  -4.30  0.75  -0.486
H  -3.17  -2.27  2.26  0.135
H  -4.87  -2.11  1.96  0.236
H  -1.97  -3.88  1.15  0.243
H  -2.88  -4.77  -0.13  0.252
C  -1.01  3.63  -1.05  0.390
O  -0.28  2.74  -0.63  -0.536
N  -1.11  3.97  -2.33  -0.419
N  -1.87  4.24  -0.22  -0.327
H  -0.22  3.80  -2.81  0.365
H  -1.50  4.86  -2.59  0.247
H  -1.80  3.84  0.71  0.194
H  -2.53  5.01  -0.50  0.196
C  3.46  -2.38  -2.74  0.661
O  2.47  -1.91  -3.26  -0.759
N  4.48  -2.94  -3.45  -0.435
N  3.67  -2.45  -1.40  -0.376
H  5.39  -3.25  -3.12  0.150
H  4.34  -3.01  -4.45  0.236
H  4.56  -2.79  -1.12  0.202
H  3.30  -1.72  -0.76  0.277
C  -0.31  -1.68  3.73  0.606
O  -1.51  -1.57  3.99  -0.657
N  0.61  -0.67  3.78  -0.406
N  0.16  -2.94  3.49  -0.452
H  1.50  -0.72  3.28  0.178
H  0.26  0.24  4.00  0.260
H  -0.45  -3.72  3.56  0.244
H  1.13  -3.00  3.73  0.184
O  3.24  -0.13  0.60  -0.739
C  2.67  0.96  0.46  0.669
N  2.00  1.22  -0.70  0.054
C  2.64  1.99  1.53  -1.013
H  1.31  1.95  -0.79  0.410
H  1.76  0.45  -1.26  -0.091
H  3.60  2.51  1.45  0.310
H  2.54  1.50  2.48  0.266
H  1.90  2.78  1.33  0.246
O  1.23  2.83  -3.70  -0.663
C  1.78  1.78  -3.88  0.666
N  1.11  0.62  -3.69  -0.253
C  3.15  1.66  -4.55  -1.070
H  0.27  0.57  -3.12  0.102
H  1.61  -0.27  -3.70  0.297
H  3.73  0.80  -4.21  0.285
H  3.70  2.62  -4.40  0.322
H  2.99  1.64  -5.66  0.293
O  -2.32  3.34  2.75  -0.761
C  -2.22  2.14  3.02  0.813
N  -1.54  1.30  2.25  0.345
C  -2.75  1.55  4.39  -0.960
H  -1.34  1.62  1.31  -0.206
H  -1.72  0.29  2.28  0.021
H  -2.46  2.15  5.27  0.341
H  -2.51  0.46  4.66  0.141
H  -3.85  1.52  4.58  0.299
O  -1.56  -1.20  0.93  -0.435
C  -1.50  -1.36  -0.25  0.368
N  -0.73  -2.24  -0.98  -0.244
C  -2.33  -0.38  -1.03  -1.073
H  0.15  -2.56  -0.62  0.242
H  -0.88  -2.25  -2.00  0.216
H  -3.29  -0.79  -1.32  0.365
H  -1.85  0.06  -1.94  0.256
H  -2.56  0.42  -0.33  0.200

***

DFT (the ωB97M-V functional and the def2-TZVPD basis) results for C33H29BrCl3CoGeNO2P2 as an isolated structure.

The spin multiplicity is 2. The expectation value of S² is 0.900. As for the orbital gap (alpha / beta): 0.1166 / 0.1279 Ha. Its total charge is +2. The value obtained for the energy relative to the best compared isomer or geometry (same formula, charge and spin) is 0.000 eV.

Last column: Mulliken spin population.
Positions of all 73 atoms, in Å:
Co  0.11  -0.80  -0.17  1.193
C  -2.24  1.50  1.76  -0.013
C  -0.74  1.49  2.08  0.001
P  0.23  1.45  0.51  -0.127
C  -0.36  2.89  -0.43  -0.019
C  -0.42  4.11  0.24  -0.005
C  -0.76  5.26  -0.45  -0.003
C  -1.03  5.19  -1.81  0.001
C  -0.98  3.98  -2.47  -0.001
C  -0.65  2.82  -1.79  0.001
C  1.94  1.92  0.83  -0.023
C  2.65  2.42  -0.27  -0.013
C  3.97  2.79  -0.12  0.008
C  4.60  2.64  1.10  -0.020
C  3.92  2.11  2.19  0.005
C  2.59  1.74  2.06  -0.014
C  -2.87  0.12  1.57  0.000
P  -2.14  -0.94  0.25  -0.064
C  -2.65  -0.28  -1.36  0.009
C  -3.53  0.77  -1.58  0.014
C  -3.74  1.22  -2.88  0.001
C  -3.05  0.64  -3.94  0.000
C  -2.19  -0.42  -3.72  -0.001
C  -2.00  -0.90  -2.44  -0.009
C  -2.98  -2.55  0.31  0.006
C  -4.37  -2.62  0.41  -0.003
C  -4.99  -3.86  0.28  -0.002
C  -4.24  -5.00  0.06  0.001
C  -2.85  -4.93  0.00  -0.003
C  -2.22  -3.70  0.12  -0.001
H  -2.41  2.12  0.87  0.001
H  -2.76  1.97  2.59  0.000
H  -0.46  0.62  2.68  0.006
H  -0.46  2.39  2.64  -0.009
H  -0.18  4.17  1.29  -0.001
H  -0.81  6.20  0.07  0.000
H  -1.25  6.09  -2.36  0.000
H  -1.19  3.94  -3.53  0.000
H  -0.60  1.87  -2.30  -0.001
H  2.15  2.54  -1.22  -0.001
H  4.50  3.21  -0.97  0.000
H  5.64  2.94  1.21  -0.001
H  4.41  1.98  3.14  0.000
H  2.05  1.33  2.90  0.000
H  -3.93  0.24  1.34  -0.001
H  -2.79  -0.46  2.50  0.000
H  -4.07  1.23  -0.77  0.001
H  -4.44  2.02  -3.06  0.000
H  -3.20  1.02  -4.94  0.000
H  -1.67  -0.88  -4.55  0.000
H  -1.37  -1.76  -2.25  0.007
H  -4.97  -1.74  0.57  0.000
H  -6.06  -3.92  0.34  0.000
H  -4.73  -5.95  -0.07  0.000
H  -2.27  -5.82  -0.13  0.000
H  -1.14  -3.64  0.06  -0.007
Cl  4.57  -1.02  -1.19  0.023
Ge  2.94  -2.16  -2.13  0.064
Cl  1.30  -0.48  -2.11  0.000
Cl  3.19  -2.33  -4.29  0.022
Br  6.48  -1.29  3.70  0.001
C  5.28  -2.31  2.67  0.001
C  5.66  -3.55  2.15  -0.001
N  4.84  -4.26  1.42  0.000
C  3.63  -3.85  1.12  0.000
C  3.17  -2.61  1.58  0.004
C  4.00  -1.84  2.38  0.002
C  1.88  -2.07  1.08  -0.014
O  1.42  -2.54  0.00  -0.053
O  1.29  -1.12  1.63  0.039
H  6.65  -3.96  2.31  0.000
H  3.02  -4.50  0.51  0.001
H  3.66  -0.88  2.74  0.001

***

DFT (the ωB97M-V functional and the def2-TZVPD basis) results for a 3-piece molecular cluster, C6H15NO overall.

As for the orbital gap (alpha / beta): 0.2950 / 0.2861 Ha. The value obtained for the energy relative to the best compared isomer or geometry (same formula, charge and spin) is 6.817 eV.

Last column: Mulliken charge in e.
Positions of all 23 atoms, in Å:
C  1.00  -0.35  0.03  0.899
C  -2.69  0.10  1.06  -0.792
C  0.50  1.81  0.92  -0.890
C  2.01  0.23  -0.93  -1.352
C  1.15  -1.82  0.33  -1.251
C  -0.89  -0.43  -1.54  -0.663
N  0.42  0.37  0.98  -0.377
O  -1.48  0.12  0.36  -0.264
H  -3.41  -0.41  0.39  0.233
H  -3.09  1.11  1.29  0.247
H  -2.71  -0.41  2.03  0.294
H  1.50  2.13  1.23  0.367
H  0.27  2.23  -0.06  0.290
H  -0.24  2.22  1.62  0.277
H  2.97  0.35  -0.41  0.378
H  1.74  1.21  -1.31  0.382
H  2.17  -0.44  -1.77  0.357
H  2.04  -1.99  0.95  0.347
H  0.27  -2.18  0.85  0.323
H  1.29  -2.41  -0.57  0.328
H  -0.19  -1.19  -1.88  0.352
H  -0.71  0.54  -1.98  0.213
H  -1.90  -0.80  -1.60  0.301

***

DFT (the ωB97M-V functional and the def2-TZVPD basis) results for an isolated ion of composition C5H8N3 and charge +1.

As for the orbital gap (alpha / beta): 0.2581 / 0.2581 Ha. Its total charge is +1. The value obtained for the energy relative to the best compared isomer or geometry (same formula, charge and spin) is 4.511 eV.

Last column: Mulliken charge in e.
Positions of all 16 atoms, in Å:
C  -2.28  0.41  -0.11  0.169
C  1.05  -1.79  0.15  0.083
C  -1.05  0.06  -0.60  -0.212
C  -0.04  0.51  0.31  0.353
C  0.51  1.91  -0.09  -1.229
N  -3.32  0.73  0.33  -0.217
N  1.14  -0.48  0.17  -0.258
N  -0.09  -2.27  -0.15  -0.505
H  1.96  -2.42  0.37  0.377
H  -1.01  -0.54  -1.48  0.467
H  -0.43  0.47  1.36  0.350
H  0.97  1.93  -1.11  0.377
H  1.26  2.18  0.63  0.359
H  -0.19  2.80  -0.17  0.366
H  1.93  -0.30  0.79  0.289
H  -0.40  -3.19  -0.40  0.232

***

DFT (the ωB97M-V functional and the def2-TZVPD basis) results for a 2-piece molecular cluster, C3H10NO overall.

As for the orbital gap: 0.3617 Ha. Its total charge is +1. The value obtained for the energy relative to the best compared isomer or geometry (same formula, charge and spin) is 1.253 eV.

Last column: Mulliken charge in e.
Positions of all 15 atoms, in Å:
C  0.44  -2.14  -1.03  -0.504
O  0.95  -1.58  0.18  -0.584
H  1.28  -2.32  -1.70  0.228
H  -0.11  -3.05  -0.89  0.290
H  -0.21  -1.38  -1.47  0.247
H  1.13  -2.25  0.85  0.309
C  0.46  2.01  -0.18  -0.787
C  -1.65  1.09  0.81  -0.107
N  -0.45  0.98  0.40  0.095
H  0.93  2.55  0.63  0.330
H  -0.11  2.61  -0.88  0.384
H  1.18  1.46  -0.78  0.287
H  -2.07  2.06  1.00  0.316
H  -2.15  0.16  1.05  0.280
H  -0.10  0.03  0.26  0.214